{"formula": "C18H58O11", "method": "wB97M-V/def2-TZVPD", "lumo_energy_ev": 0.10, "e_homo_ha": -0.3653, "charge": 0, "smiles": "CC(C)O.CC(C)O.CC(C)O.CC(C)O.CC(C)O.CC(C)O.O.O.O.O.O", "total_energy_ev": -42127.0093, "max_force_ev_per_a": 3.1, "multiplicity": 1, "symbols": ["O", "H", "H", "O", "H", "H", "O", "H", "H", "O", "H", "H", "O", "H", "H", "C", "C", "C", "O", "H", "H", "H", "H", "H", "H", "H", "H", "C", "C", "C", "O", "H", "H", "H", "H", "H", "H", "H", "H", "C", "C", "C", "O", "H", "H", "H", "H", "H", "H", "H", "H", "C", "C", "C", "O", "H", "H", "H", "H", "H", "H", "H", "H", "C", "C", "C", "O", "H", "H", "H", "H", "H", "H", "H", "H", "C", "C", "C", "O", "H", "H", "H", "H", "H", "H", "H", "H"], "positions_angstrom": [[-2.61680, 2.06229, 3.16662], [-1.89600, 1.64504, 3.63840], [-2.21327, 2.80838, 2.72306], [-4.69317, -0.89560, 1.34781], [-3.92599, -1.27768, 0.92157], [-4.40297, -0.02891, 1.63217], [-1.09272, 2.46079, -2.47543], [-0.51676, 2.69260, -3.20397], [-1.96940, 2.44180, -2.85923], [-1.03703, -0.96687, -0.06169], [-0.74394, -0.72750, 0.81753], [-1.24738, -0.13206, -0.48012], [0.25881, -5.41367, -0.90317], [0.15011, -4.47040, -0.78206], [0.31923, -5.76432, -0.01456], [4.01714, 0.69753, -0.58134], [5.39349, 0.22451, 0.03098], [6.28777, 1.42725, 0.25385], [5.11359, -0.29937, 1.25743], [3.36735, -0.09000, -0.96301], [4.13316, 1.34338, -1.45169], [3.41610, 1.27290, 0.12279], [5.89239, -0.58204, -0.50632], [5.81386, 2.12327, 0.94599], [6.53241, 1.93830, -0.67733], [7.25740, 1.15927, 0.67352], [5.91897, -0.61733, 1.67203], [-7.19725, 2.74896, -4.28633], [-6.04792, 1.91603, -3.71366], [-6.36278, 0.41466, -3.54812], [-4.96137, 2.15309, -4.56293], [-7.16706, 3.83522, -4.20130], [-7.97793, 2.40578, -3.60746], [-7.58225, 2.38288, -5.23809], [-5.72002, 2.29926, -2.74737], [-6.75257, 0.09077, -4.51314], [-7.18121, 0.19257, -2.86332], [-5.50004, -0.11728, -3.14711], [-5.26899, 1.85392, -5.42169], [2.46275, 1.89113, 5.61382], [1.97735, 0.48138, 5.57073], [0.89980, 0.25425, 6.62067], [1.55047, 0.06380, 4.29179], [2.89665, 2.10635, 6.59030], [1.65144, 2.59489, 5.42782], [3.30840, 2.07470, 4.95104], [2.80835, -0.20763, 5.72174], [0.64541, -0.78294, 6.83888], [0.00389, 0.86090, 6.48876], [1.26621, 0.65014, 7.56783], [2.31219, 0.04517, 3.70781], [2.43446, -7.34364, 3.83391], [0.88695, -7.44640, 4.05076], [0.30832, -6.06522, 4.40634], [0.25211, -7.82427, 2.81570], [2.79573, -6.74087, 3.00069], [2.82644, -8.33886, 3.62419], [2.90707, -6.88737, 4.70371], [0.70559, -8.16134, 4.85329], [0.59749, -5.28816, 3.69877], [0.76305, -5.77763, 5.35430], [-0.77174, -6.20108, 4.46199], [-0.37349, -8.53547, 2.97191], [-1.59678, -2.87258, -5.78281], [-0.79412, -2.14400, -6.94202], [0.72477, -2.45771, -6.85476], [-1.17839, -2.68086, -8.17663], [-2.67057, -2.68926, -5.82117], [-1.20518, -2.65284, -4.78960], [-1.51517, -3.95730, -5.85228], [-0.99978, -1.07510, -6.99909], [1.00295, -3.49996, -6.69845], [1.14337, -1.98949, -5.96388], [1.28439, -2.16728, -7.74390], [-0.86037, -2.15759, -8.91599], [0.52564, 7.65112, 1.55722], [0.57390, 6.74743, 0.41519], [1.98861, 6.51757, -0.11041], [0.07875, 5.49045, 0.77160], [1.20497, 7.35334, 2.35593], [-0.49757, 7.78760, 1.90727], [0.80858, 8.64422, 1.20823], [-0.02035, 7.17502, -0.39237], [2.07192, 5.80269, -0.92900], [2.60435, 6.17847, 0.72265], [2.45497, 7.41679, -0.51293], [-0.04074, 4.95010, -0.01283]], "forces_ev_per_a": [[-0.2777, -0.1370, -0.0888], [0.2080, -0.1626, 0.1631], [0.0962, 0.2559, -0.1306], [-0.2762, -0.1035, -0.0202], [0.2704, -0.1373, -0.1405], [0.1035, 0.2828, 0.1691], [0.1160, -0.0244, 0.3362], [0.1668, 0.0180, -0.1774], [-0.3370, -0.0159, -0.1349], [-0.1219, -0.3028, -0.0465], [0.1120, 0.0450, 0.2753], [-0.0165, 0.2824, -0.2234], [0.0426, -0.1035, -0.2268], [-0.0625, 0.2884, -0.0064], [0.0025, -0.1901, 0.2659], [0.5688, -0.3669, -0.4602], [-0.8170, 1.4481, -1.2362], [0.6008, 0.3443, -0.6719], [-1.1599, -1.2377, 2.6178], [0.2307, -0.4359, 0.3491], [0.4786, 0.1164, 0.0134], [0.3288, -0.0750, 0.3728], [-0.0537, 0.3452, -0.9719], [-0.1161, 0.0059, -0.0968], [-0.1739, 0.1482, -0.0815], [0.0132, -0.2690, 0.1950], [0.0585, -0.0148, 0.0139], [-1.4551, -1.4209, 1.8981], [-0.2386, 0.6956, 0.0920], [-0.4916, 0.8161, -0.1791], [1.3514, -0.5807, -0.4639], [0.5306, -0.2126, -0.2434], [-0.7931, 0.5279, 0.0884], [0.5385, 0.1848, -0.3716], [-0.2343, 0.2147, 0.1045], [0.5156, -0.6147, -0.1745], [-0.0518, 0.4517, 0.2337], [0.0634, -0.0941, -0.5796], [0.3287, 0.0320, -0.3572], [0.6159, 0.7117, 0.2188], [0.3373, -1.1629, 0.2256], [0.1521, 0.2487, 0.6563], [-1.2027, 0.2597, -0.7769], [-0.2648, 0.0045, 0.2523], [0.0728, 0.0762, -0.1288], [-0.2424, -0.0272, -0.4715], [0.3294, 0.1322, 1.0211], [-0.0725, -0.0091, -0.4962], [-0.1556, -0.1950, -0.6049], [0.3503, -0.0694, 0.1106], [0.0628, 0.0425, -0.0741], [-0.6080, -0.4567, 0.0121], [1.0274, 1.7397, -1.2589], [0.5764, -0.9258, 0.5281], [0.3551, -0.4499, 0.1720], [-0.7471, 0.2256, -0.2563], [0.1572, -0.0650, 0.3546], [-0.0053, -0.3689, 0.2526], [-0.1578, -0.0896, -0.0646], [-0.1893, -0.2587, -0.2858], [-0.4343, 0.1829, 0.2921], [0.0210, 0.5195, 0.1876], [0.0091, -0.0111, 0.0301], [0.4825, 0.2533, -0.9573], [1.0199, -1.5244, 0.6222], [0.0363, 0.4903, 1.2097], [-1.5044, -0.9472, -0.9123], [0.0839, 0.4160, -0.0257], [-0.0134, 0.4634, -0.1011], [0.3121, -0.0430, -0.4554], [0.1656, 0.1852, 0.6643], [-0.7793, -0.3242, -0.1738], [0.2495, 0.4512, -0.0813], [-0.1861, 0.4314, 0.0061], [0.1295, 0.1515, 0.2135], [-0.1706, 1.4145, 0.8781], [0.9510, -0.8795, -2.1044], [0.5980, 0.6363, 0.0076], [-0.9542, -0.8694, 0.7508], [-0.1736, -0.0479, 0.1195], [0.0330, -0.3279, 0.2896], [0.2971, 0.0892, 0.0882], [-0.2876, 0.0637, -0.1867], [-0.3907, -0.2668, 0.1271], [0.0964, -0.1545, -0.0413], [-0.0776, 0.3016, 0.1515], [0.0470, -0.0205, -0.0896]]}